DFT (ωB97M-V/def2-TZVPD) results for a 13-piece molecular cluster, C63H155N13O5 overall.

Each line ends with the Löwdin charge.
Element x y z (Å)
O: 8.26004 -20.08693 5.02393  0.025
O: 17.48128 -26.84437 0.43614  0.024
O: 10.57107 -16.33193 6.76663  -0.003
O: 8.61208 -23.99640 4.69652  0.024
O: 15.41950 -29.96000 1.67051  -0.027
N: 12.73399 -16.83298 6.20530  -0.179
N: 13.49932 -28.76253 1.98141  -0.179
N: 13.90501 -23.27763 6.13277  -0.158
N: 13.39825 -24.83827 11.85567  -0.205
N: 17.21859 -19.85660 3.89404  -0.179
N: 19.66093 -24.55194 7.26997  -0.179
N: 10.34866 -24.20015 3.26355  -0.177
N: 14.55082 -29.40646 6.85564  -0.188
N: 10.45936 -19.45500 1.23746  -0.195
N: 9.02902 -20.37837 7.17627  -0.178
N: 12.96960 -23.60509 -0.11699  -0.197
N: 18.18646 -19.04663 10.83876  -0.200
N: 17.88790 -26.68772 2.64540  -0.185
C: 11.64979 -16.86578 6.98651  -0.351
C: 9.78895 -25.27392 2.47360  -0.015
C: 20.39722 -23.67915 8.21192  -0.209
C: 13.46236 -29.23337 7.79987  -0.272
C: 18.29280 -24.10660 7.10894  -0.267
C: 16.84716 -18.43663 12.88441  -0.080
C: 14.86485 -23.95216 5.25276  -0.230
C: 11.29050 -18.27109 1.05541  -0.280
C: 13.99521 -17.45661 6.52901  -0.056
C: 16.51626 -20.14589 9.32899  -0.072
C: 14.49387 -22.10111 6.82012  -0.249
C: 13.00726 -23.71564 11.02575  -0.250
C: 15.82058 -28.76826 7.29401  -0.221
C: 9.23274 -19.58420 0.42876  -0.268
C: 13.49327 -21.07200 7.23858  -0.082
C: 12.77548 -26.61962 10.28439  -0.075
C: 18.47554 -20.24748 3.28071  -0.278
C: 18.10169 -19.21653 6.14310  -0.073
C: 12.32154 -28.16618 1.39277  -0.053
C: 15.32630 -23.06680 4.10035  -0.077
C: 17.62075 -19.53062 12.11120  -0.244
C: 17.46681 -18.76429 4.83435  -0.251
C: 17.84129 -27.30205 3.94875  -0.068
C: 12.08069 -29.46428 7.20967  -0.067
C: 11.79834 -23.68817 -0.95941  -0.276
C: 13.53301 -24.47583 13.27147  -0.249
C: 15.22628 -31.69001 7.57207  -0.095
C: 13.86933 -22.45475 -0.36664  -0.227
C: 20.27824 -24.58239 5.94378  -0.258
C: 17.16929 -18.86046 9.83224  -0.260
C: 14.04397 -22.55310 10.97523  -0.066
C: 9.73749 -23.70842 4.37390  -0.355
C: 14.36643 -29.46861 1.24381  -0.327
C: 13.29035 -24.17804 7.14744  -0.223
C: 16.23758 -19.66950 2.82552  -0.257
C: 11.69828 -23.84947 2.92316  -0.076
C: 11.25786 -20.34107 3.40568  -0.053
C: 12.60809 -16.18153 4.91756  -0.036
C: 14.74053 -30.79139 6.47090  -0.279
C: 17.63355 -24.07081 8.50532  -0.068
C: 13.64374 -21.29887 0.59037  -0.073
C: 18.62870 -25.45665 2.48118  -0.047
C: 8.19229 -18.47642 0.49218  -0.083
C: 14.92395 -19.10636 3.26511  -0.098
C: 15.89040 -27.26278 6.96600  -0.072
C: 19.39332 -19.76140 10.37898  -0.253
C: 13.85398 -28.45435 3.38451  -0.014
C: 18.54700 -21.65233 2.71467  -0.082
C: 17.45586 -27.35966 1.50569  -0.338
C: 21.69201 -25.15611 5.99628  -0.081
C: 8.83947 -21.82897 7.20378  -0.031
C: 13.70544 -24.85804 -0.16731  -0.244
C: 10.10317 -19.55634 2.66975  -0.217
C: 10.83094 -22.54556 -0.78103  -0.083
C: 11.53502 -18.04463 -0.40573  -0.088
C: 20.60342 -19.49267 11.30732  -0.077
C: 14.64309 -25.02797 1.06287  -0.058
C: 8.69360 -19.65373 6.05613  -0.329
C: 12.27522 -25.15985 6.54702  -0.055
C: 9.43294 -19.64767 8.33621  -0.082
C: 12.50830 -25.99502 11.68880  -0.229
C: 20.28869 -22.14462 7.88276  -0.068
C: 12.33157 -23.76208 13.88392  -0.110
H: 8.79172 -19.91956 9.18700  0.090
H: 9.53030 -19.71600 -0.63286  0.100
H: 11.30147 -24.63820 -0.69066  0.105
H: 10.50375 -22.49575 0.24699  0.059
H: 16.72357 -18.83167 13.89993  0.071
H: 12.79259 -26.71564 12.45885  0.113
H: 18.12214 -24.77681 3.17173  0.062
H: 16.02042 -20.64410 2.36120  0.099
H: 14.92360 -18.05568 3.58172  0.068
H: 12.43433 -24.67953 2.93847  0.078
H: 12.58596 -25.97235 9.41814  0.047
H: 19.63324 -25.22404 5.30489  0.097
H: 10.93868 -20.71483 4.36332  0.033
H: 14.12044 -24.76582 7.60832  0.101
H: 15.53148 -26.64967 7.79780  0.060
H: 12.60616 -21.01526 0.67287  0.037
H: 11.99139 -23.35654 11.36543  0.127
H: 15.75682 -24.34129 5.84028  0.114
H: 18.83522 -27.46280 4.37699  0.089
H: 12.83925 -20.79718 6.37082  0.089
H: 12.46703 -23.67544 14.95828  0.067
H: 15.23440 -25.92782 0.95360  0.052
H: 10.63482 -17.56560 -0.82021  0.080
H: 10.70583 -17.41590 1.54775  0.122
H: 16.69502 -19.03111 2.05093  0.121
H: 12.88078 -23.60964 7.98618  0.090
H: 15.10740 -22.48077 7.60795  0.085
H: 17.76201 -25.01380 9.03609  0.083
H: 18.45193 -19.94328 12.68422  0.096
H: 9.28930 -18.56463 8.17819  0.086
H: 16.66081 -29.26409 6.83627  0.105
H: 15.24401 -24.13209 1.13773  0.057
H: 17.64444 -18.28472 9.05231  0.087
H: 16.17884 -31.38774 8.00343  0.072
H: 13.39305 -15.44489 4.74547  0.088
H: 14.40681 -29.28230 3.82697  0.075
H: 9.01423 -18.58737 6.12779  0.133
H: 14.01718 -29.68389 0.25507  0.124
H: 16.05356 -20.71849 10.16387  0.060
H: 14.01128 -25.19907 1.93240  0.035
H: 16.35488 -18.18862 10.23320  0.123
H: 10.29012 -22.95508 4.91675  0.109
H: 13.69885 -21.82319 10.22834  0.055
H: 17.38426 -28.30102 3.89560  0.095
H: 15.30622 -32.67928 7.11474  0.079
H: 16.53454 -18.23066 5.07551  0.091
H: 12.40579 -17.39024 -0.52681  0.075
H: 20.54004 -21.98013 6.83361  0.062
H: 18.06262 -23.30671 9.14845  0.050
H: 19.64394 -25.53435 2.84538  0.082
H: 13.75513 -22.12613 -1.38661  0.111
H: 17.92687 -22.41191 3.25929  0.057
H: 20.09851 -23.87167 9.24795  0.105
H: 13.61567 -29.91414 8.66970  0.115
H: 14.08922 -17.93881 7.48600  0.070
H: 13.74649 -27.12245 10.26985  0.075
H: 17.25159 -20.81613 8.84044  0.055
H: 15.80303 -19.90543 8.53148  0.047
H: 11.39672 -24.31927 13.76145  0.070
H: 8.71577 -25.20210 2.44590  0.093
H: 12.57746 -26.06304 6.09627  0.042
H: 13.85048 -31.25245 6.03424  0.111
H: 19.12145 -19.58033 5.93307  0.065
H: 20.66131 -18.41306 11.41304  0.076
H: 11.72444 -21.14931 2.78130  0.058
H: 11.71305 -24.62921 5.78541  0.044
H: 16.96423 -28.34041 1.73791  0.118
H: 13.60184 -25.40189 13.85177  0.106
H: 11.91938 -30.48039 6.89744  0.058
H: 14.39553 -27.49410 3.48825  0.083
H: 8.56030 -17.47673 0.72101  0.067
H: 19.29954 -21.74629 7.95957  0.026
H: 12.93405 -24.12845 10.06087  0.051
H: 9.75822 -22.35384 7.39976  0.074
H: 18.06864 -17.97504 4.39239  0.115
H: 17.73538 -24.73942 6.42673  0.072
H: 13.98638 -20.16897 7.58764  0.027
H: 12.18557 -18.37259 1.69733  0.096
H: 21.49536 -19.88319 10.82502  0.064
H: 12.14824 -22.72459 13.56571  0.068
H: 14.76154 -16.63886 6.50952  0.109
H: 11.83777 -18.95503 -0.91770  0.067
H: 11.46593 -28.41677 2.02092  0.086
H: 19.61677 -21.93935 2.65413  0.084
H: 12.03276 -27.40322 10.17052  0.063
H: 12.84757 -21.32532 8.09602  0.060
H: 10.23834 -25.05145 1.49876  0.078
H: 17.34950 -17.48504 12.89833  0.066
H: 20.47048 -19.96815 12.26810  0.054
H: 14.31855 -24.76034 4.79375  0.091
H: 15.91177 -28.91469 8.36654  0.108
H: 16.55955 -23.95431 8.50542  0.039
H: 13.01932 -25.72848 -0.20274  0.096
H: 14.26675 -18.16794 5.76926  0.046
H: 11.33042 -21.62146 -1.02685  0.055
H: 15.84026 -18.27259 12.47900  0.062
H: 12.16355 -28.61402 0.39043  0.104
H: 20.29643 -23.58532 5.52624  0.096
H: 8.74355 -20.52856 0.65609  0.108
H: 15.20475 -27.15110 6.12501  0.062
H: 15.49740 -30.78552 5.67821  0.112
H: 8.11570 -22.11270 7.98847  0.098
H: 13.55112 -28.26005 8.24261  0.074
H: 19.21996 -20.08942 4.07047  0.092
H: 11.94205 -28.78265 6.35261  0.068
H: 19.22498 -20.85391 10.23513  0.101
H: 11.45860 -25.70372 11.82892  0.111
H: 15.20936 -21.62068 6.14146  0.102
H: 15.00697 -22.90316 10.61548  0.065
H: 14.43098 -23.83024 13.43708  0.118
H: 14.29541 -20.48323 0.23825  0.087
H: 16.87677 -26.97622 6.64250  0.040
H: 11.86578 -17.52775 7.85263  0.133
H: 12.84392 -28.29644 3.83440  0.087
H: 18.15100 -18.38731 6.82917  0.061
H: 15.85171 -23.73259 3.41539  0.055
H: 17.28718 -26.67469 4.64448  0.054
H: 22.43979 -24.45112 6.37265  0.072
H: 8.41214 -22.13427 6.25718  0.060
H: 18.75130 -19.46703 2.48104  0.137
H: 12.05782 -23.07042 3.61050  0.072
H: 14.62782 -19.67660 4.16678  0.076
H: 12.40081 -27.09602 1.34039  0.051
H: 21.74996 -26.09728 6.51575  0.074
H: 16.94356 -20.41028 12.01348  0.104
H: 11.51295 -25.35892 7.30913  0.077
H: 18.47821 -25.04780 1.48232  0.093
H: 14.49706 -22.63188 3.54068  0.065
H: 18.25606 -23.14207 6.57512  0.109
H: 21.41433 -24.04201 8.22801  0.093
H: 14.03553 -21.62302 1.57727  0.058
H: 11.34178 -29.19218 7.96990  0.072
H: 10.23033 -26.19353 2.80011  0.076
H: 18.15028 -21.64901 1.70542  0.063
H: 17.56540 -20.08142 6.56062  0.066
H: 14.53121 -31.83212 8.39202  0.064
H: 19.61909 -19.32263 9.35668  0.127
H: 12.73903 -16.90758 4.07292  0.088
H: 21.98882 -25.42184 4.99423  0.060
H: 12.12230 -23.80542 -2.01205  0.122
H: 11.65578 -15.66866 4.83247  0.086
H: 14.15110 -19.31348 2.55928  0.031
H: 12.08991 -19.65725 3.68757  0.049
H: 14.12308 -22.00298 11.90958  0.063
H: 10.43716 -19.79823 8.68268  0.063
H: 9.19048 -20.12967 2.75568  0.091
H: 14.86513 -22.84609 -0.29484  0.094
H: 9.90947 -22.66339 -1.36078  0.086
H: 7.64830 -18.40418 -0.45746  0.077
H: 7.49955 -18.71877 1.27646  0.063
H: 11.66381 -23.44956 1.92400  0.055
H: 9.95226 -18.55855 3.09797  0.109
H: 16.02012 -22.31679 4.42182  0.034
H: 14.33338 -24.93935 -1.08097  0.126
H: 21.06120 -21.61532 8.41991  0.068

Output
LUMO level	0.44	eV
HOMO-LUMO gap	0.31594	Eh